{"formula": "C5H5FO2", "method": "wB97M-V/def2-TZVPD", "e_above_lowest_kcal_mol": 63.0, "smiles": "O=C[C@@H]1C[C@]1(F)C=O", "max_force_ev_per_a": 4.63, "gap_ev": 10.271, "elements": ["F", "O", "O", "C", "C", "C", "C", "C", "H", "H", "H", "H", "H"], "positions_angstrom": [[1.74757, 0.61584, 1.12447], [-1.35643, 1.72998, -0.13794], [-0.78113, 0.16851, -1.88928], [-0.42589, -0.88878, -1.37771], [0.48866, -0.84334, -0.12884], [0.51430, 0.44927, 0.49780], [-0.18741, 1.71670, -0.02678], [-0.27740, -0.64661, 1.18185], [0.57743, 2.69276, -0.01086], [1.36163, -1.50160, -0.51653], [0.15538, -1.04606, 2.08879], [-1.34328, -0.68305, 1.22096], [-0.47343, -1.76362, -2.02595]]}